Version A
Computed, not measured: a single C23H27N3O4 molecule, with the ωB97M-V functional and the def2-TZVPD basis.

SMILES	COc1ccc(Cc2nc3ccc(C(=O)N4CCN(C)[C@@H](C)C4)cc3o2)cc1OC
gap between HOMO and LUMO	8.8455	eV

Geometry as ORCA input:
```
! wB97M-V def2-TZVPD RIJCOSX def2/J DEFGRID3
* xyz 0 1
C 7.68 -0.94 -2.40
O 7.33 -1.11 -1.05
C 6.35 -0.30 -0.52
C 5.72 0.69 -1.25
C 4.75 1.50 -0.68
C 4.40 1.34 0.65
C 3.32 2.20 1.26
C 2.01 1.74 0.74
N 1.37 2.25 -0.26
C 0.25 1.46 -0.42
C -0.80 1.51 -1.32
C -1.78 0.55 -1.20
C -1.73 -0.44 -0.21
C -2.79 -1.51 -0.17
O -2.54 -2.66 -0.50
N -4.01 -1.13 0.25
C -5.12 -2.07 0.22
C -6.22 -1.50 -0.69
N -6.66 -0.17 -0.30
C -7.52 -0.16 0.86
C -5.51 0.73 -0.26
C -5.89 2.15 0.11
C -4.40 0.20 0.67
C -0.68 -0.52 0.69
C 0.30 0.45 0.57
O 1.43 0.65 1.30
C 5.01 0.33 1.38
C 5.98 -0.50 0.82
O 6.48 -1.41 1.70
C 7.33 -2.45 1.27
H 8.09 0.05 -2.59
H 6.83 -1.12 -3.07
H 8.45 -1.69 -2.59
H 5.98 0.85 -2.28
H 4.27 2.26 -1.27
H 3.46 3.24 0.98
H 3.33 2.10 2.35
H -0.83 2.27 -2.08
H -2.61 0.54 -1.89
H -4.74 -3.01 -0.17
H -5.50 -2.22 1.23
H -7.08 -2.17 -0.69
H -5.84 -1.44 -1.71
H -7.01 -0.41 1.81
H -8.31 -0.89 0.70
H -7.97 0.82 0.96
H -5.11 0.73 -1.28
H -5.06 2.82 -0.10
H -6.75 2.48 -0.48
H -6.14 2.24 1.17
H -3.53 0.86 0.64
H -4.77 0.15 1.70
H -0.63 -1.29 1.43
H 4.75 0.16 2.41
H 8.29 -2.08 0.93
H 7.48 -3.08 2.16
H 6.87 -3.05 0.48
*
```

---

Version B
Computed, not measured: a molecular structure, C23H27N3O4, with the ωB97M-V functional and the def2-TZVPD basis.

gap between HOMO and LUMO	7.4342	eV

Geometry as ORCA input:
```
! wB97M-V def2-TZVPD RIJCOSX def2/J DEFGRID3
* xyz 0 1
C -5.26 -3.21 -1.75
H -4.19 -3.70 -1.70
H -5.91 -3.90 -1.99
H -5.23 -2.64 -2.77
C -5.65 -2.53 -0.77
N -4.84 -1.33 -0.29
C -3.50 -1.74 0.11
H -2.80 -1.56 -1.09
C -2.88 -0.64 0.90
N -1.35 -0.69 0.98
C -0.67 -1.02 1.96
O -1.12 -1.74 2.80
C 0.86 -1.11 1.46
O 1.83 -1.22 2.23
C 0.78 -0.16 0.22
C 1.75 0.25 -0.30
C 3.27 -0.04 -0.02
C 4.07 -0.45 -0.95
C 5.56 -0.43 -0.80
C 5.90 -0.07 0.62
C 5.02 0.41 1.35
C 3.60 0.64 1.32
H 3.04 1.08 1.95
H 5.39 0.79 2.57
H 6.98 -0.06 0.47
O 6.47 -1.03 -1.59
C 5.97 -1.75 -2.83
H 5.58 -0.62 -3.50
H 6.77 -2.01 -3.19
H 5.26 -2.41 -2.63
H 3.72 -0.62 -2.02
O 1.51 0.84 -1.74
H 2.39 1.16 -2.03
C -0.68 -0.06 -0.06
C -1.08 1.46 -0.07
N -1.78 2.11 -1.04
C -2.20 3.17 -1.30
C -1.87 4.13 0.09
C -1.09 3.76 0.89
C -0.77 2.52 1.03
H 0.05 1.96 1.91
H -0.92 4.49 1.88
H -2.32 5.09 -0.24
H -2.90 3.28 -1.94
H -0.98 -0.29 -1.11
H -3.04 0.28 0.80
H -3.05 -1.09 2.04
H -3.26 -2.78 0.37
C -4.90 -0.02 -1.34
C -6.08 0.95 -0.65
H -5.63 1.27 0.25
H -6.91 0.47 -0.67
H -5.84 1.81 -1.45
H -5.17 -0.51 -2.15
H -3.85 0.33 -1.22
H -5.65 -2.89 0.49
H -6.70 -2.00 -0.82
*
```

---

Most stable structure - version A; separation to the second - 2397.4 kJ/mol.

---

Version A
Computed, not measured: 14 unconnected molecules or ions with the total composition C14H56O14, with the ωB97M-V functional and the def2-TZVPD basis.

gap between HOMO and LUMO	9.5256	eV

Geometry as ORCA input:
```
! wB97M-V def2-TZVPD RIJCOSX def2/J DEFGRID3
* xyz 0 1
C -3.23 0.37 2.50
O -3.14 -0.51 1.44
H -3.43 -0.15 3.44
H -2.26 0.86 2.56
H -4.00 1.12 2.33
H -4.04 -0.83 1.30
C -0.09 -0.31 -0.06
O -0.54 -1.03 1.04
H -0.27 0.75 0.14
H 0.99 -0.32 -0.17
H -0.46 -0.58 -1.05
H -1.45 -0.76 1.18
C 1.62 -3.80 2.14
O 1.65 -2.83 1.08
H 1.70 -3.27 3.09
H 0.67 -4.34 2.14
H 2.50 -4.43 2.22
H 1.05 -2.15 1.37
C -2.61 2.98 -2.13
O -2.26 4.38 -2.11
H -1.86 2.50 -1.51
H -3.63 2.76 -1.81
H -2.59 2.59 -3.15
H -2.12 4.60 -1.19
C 1.71 -2.01 -4.24
O 2.01 -1.13 -3.15
H 2.59 -2.18 -4.87
H 1.27 -2.96 -3.95
H 1.01 -1.47 -4.88
H 2.37 -1.64 -2.43
C 1.14 4.31 -0.97
O 1.08 2.91 -0.69
H 1.30 4.85 -0.04
H 2.01 4.52 -1.61
H 0.27 4.74 -1.45
H 0.78 2.49 -1.50
C 4.24 1.31 -0.61
O 3.57 2.28 0.27
H 4.33 1.75 -1.60
H 5.26 1.17 -0.27
H 3.65 0.40 -0.69
H 2.67 2.43 -0.04
C -1.61 -1.42 -3.24
O -2.62 -2.01 -4.05
H -2.01 -1.19 -2.26
H -0.81 -2.16 -3.17
H -1.23 -0.52 -3.72
H -3.37 -1.41 -4.01
C -1.80 3.73 1.76
O -1.95 4.72 0.77
H -0.82 3.87 2.20
H -2.55 3.70 2.56
H -1.68 2.75 1.30
H -2.18 5.49 1.30
C 0.57 1.96 -4.19
O 0.72 1.31 -2.92
H -0.30 2.62 -4.16
H 1.46 2.54 -4.42
H 0.39 1.24 -4.99
H 1.35 0.59 -2.95
C 1.14 1.52 2.70
O 2.28 2.41 2.80
H 0.42 1.90 1.97
H 1.44 0.50 2.45
H 0.52 1.46 3.59
H 2.66 2.53 1.92
C -0.84 -1.57 4.77
O -0.91 -0.59 5.78
H -0.61 -1.23 3.76
H -0.03 -2.23 5.08
H -1.72 -2.20 4.68
H -1.47 -0.95 6.47
C 3.17 -4.17 -1.70
O 2.84 -2.89 -1.24
H 2.35 -4.88 -1.74
H 3.66 -4.11 -2.67
H 3.84 -4.66 -0.99
H 2.35 -2.96 -0.42
C -2.62 -3.59 2.23
O -2.43 -4.65 3.21
H -2.90 -3.92 1.23
H -3.29 -2.86 2.69
H -1.60 -3.27 2.05
H -3.31 -4.82 3.53
*
```

---

Version B
Computed, not measured: 14 unconnected molecules or ions with the total composition C14H56O14, with the ωB97M-V functional and the def2-TZVPD basis.

gap between HOMO and LUMO	10.0383	eV

Geometry as ORCA input:
```
! wB97M-V def2-TZVPD RIJCOSX def2/J DEFGRID3
* xyz 0 1
C 3.21 2.22 1.41
O 1.98 2.80 1.79
H 3.73 1.66 2.19
H 2.96 1.56 0.56
H 3.96 2.97 1.07
H 2.09 3.29 2.62
C 4.20 -2.62 1.49
O 4.98 -2.33 2.68
H 3.73 -3.61 1.59
H 3.44 -1.84 1.35
H 4.85 -2.66 0.63
H 5.50 -1.56 2.46
C -1.49 2.62 3.16
O -1.44 2.36 4.61
H -1.74 3.67 3.03
H -0.52 2.37 2.66
H -2.27 2.01 2.70
H -1.17 1.45 4.72
C -0.49 4.94 0.11
O 0.02 3.67 -0.31
H -1.31 4.79 0.87
H 0.30 5.53 0.58
H -0.85 5.44 -0.80
H 0.54 3.23 0.38
C -3.38 2.58 -0.09
O -3.71 1.34 0.58
H -3.77 3.41 0.50
H -2.28 2.71 -0.21
H -3.77 2.66 -1.12
H -3.39 0.64 -0.01
C -0.61 -3.00 2.79
O 0.45 -3.06 1.85
H -1.06 -2.01 2.78
H -1.38 -3.78 2.60
H -0.15 -3.21 3.77
H 0.69 -3.99 1.73
C 2.29 -3.78 -1.29
O 2.56 -4.95 -2.06
H 1.28 -3.40 -1.46
H 2.38 -4.03 -0.23
H 3.01 -2.96 -1.50
H 3.42 -4.75 -2.47
C 2.33 0.94 -2.50
O 3.02 0.15 -1.50
H 1.79 0.27 -3.16
H 1.57 1.61 -2.05
H 3.01 1.55 -3.10
H 2.35 -0.37 -1.02
C -4.82 -0.72 -1.57
O -3.44 -0.82 -1.28
H -5.13 -1.55 -2.23
H -5.42 -0.72 -0.64
H -5.04 0.21 -2.07
H -2.87 -0.81 -2.08
C -1.28 2.94 -3.21
O 0.02 3.50 -3.09
H -1.97 3.55 -2.61
H -1.66 2.88 -4.24
H -1.31 1.93 -2.77
H 0.25 3.63 -2.15
C 1.92 -0.08 3.73
O 1.21 0.51 4.84
H 2.99 -0.06 3.86
H 1.60 -1.13 3.71
H 1.62 0.33 2.76
H 1.44 1.45 4.84
C -0.75 -1.22 -3.96
O -2.08 -0.78 -3.63
H -0.72 -2.18 -4.50
H -0.24 -0.45 -4.56
H -0.18 -1.30 -3.03
H -2.66 -0.71 -4.39
C -0.27 -0.09 0.18
O 0.69 -1.03 -0.21
H -0.09 0.80 -0.42
H -1.30 -0.48 0.04
H -0.13 0.15 1.24
H 0.62 -1.81 0.37
C -1.61 -3.78 -1.13
O -2.99 -4.21 -1.10
H -0.98 -4.19 -0.34
H -1.16 -3.94 -2.12
H -1.63 -2.70 -0.94
H -3.55 -3.68 -1.69
*
```

---

Most stable structure - version B; separation to the second - 18.4 kJ/mol.

---

Version A
Computed, not measured: 2 unconnected molecules or ions with the total composition C3H5FO2, with the ωB97M-V functional and the def2-TZVPD basis.

gap between HOMO and LUMO	10.3390	eV

Geometry as ORCA input:
```
! wB97M-V def2-TZVPD RIJCOSX def2/J DEFGRID3
* xyz 0 1
C -1.03 -1.66 -0.12
C -0.30 -0.43 -0.02
C 0.71 1.60 0.40
O -1.18 -0.44 -0.95
O 0.19 0.34 0.91
F 1.64 -0.52 -1.06
H -0.53 -2.46 -0.58
H -1.92 -1.95 0.57
H -0.15 2.07 -0.08
H 1.49 1.26 -0.37
H 1.07 2.19 1.30
*
```

---

Version B
Computed, not measured: a single C3H5FO2 molecule, with the ωB97M-V functional and the def2-TZVPD basis.

SMILES	O=C(CO)CF
gap between HOMO and LUMO	11.1625	eV

Geometry as ORCA input:
```
! wB97M-V def2-TZVPD RIJCOSX def2/J DEFGRID3
* xyz 0 1
O -1.68 -0.44 -0.15
C -0.53 -0.19 0.13
C 0.33 0.54 -0.87
O -0.37 0.76 -2.07
C 0.19 -0.57 1.43
F 1.47 -0.95 1.08
H 0.68 1.53 -0.49
H 1.25 -0.06 -0.98
H -1.25 0.44 -2.02
H 0.28 0.31 2.10
H -0.36 -1.37 1.85
*
```

---

Most stable structure - version B; separation to the second - 337.9 kJ/mol.